1.
Below is a molecular structure, C22H30As2ClKO4Se2 at a distorted geometry, with properties calculated with wB97M-V/def2-TZVPD.

XYZ file:
```
62
Properties=species:S:1:pos:R:3:forces:R:3
K 1.4008 -1.1538 -0.0071 -0.9759 -1.2421 -0.0453
C 0.8418 1.3896 3.1440 0.1240 0.0361 0.0241
As -0.3328 0.7999 1.6645 -0.5987 0.0079 0.8283
C -2.0313 0.9695 2.6315 -0.1601 0.0039 0.0957
C -0.5206 2.4677 0.6791 -0.0053 0.2465 -0.1005
C -0.6028 3.6810 1.3471 0.0387 0.0316 0.2960
C -0.7132 4.8809 0.6671 -0.0437 0.1300 0.0552
C -0.7699 4.8721 -0.7150 0.0288 0.1280 -0.0271
C -0.7124 3.6634 -1.3873 -0.0419 0.0361 -0.3286
C -0.5812 2.4564 -0.7150 0.0325 0.2020 0.1210
As -0.4793 0.7581 -1.6689 -0.5727 0.0259 -0.7734
C 0.6500 1.2885 -3.2046 0.1283 0.0570 0.0334
C -2.1868 0.9542 -2.6143 -0.1221 -0.0111 -0.1018
H 0.5387 2.3241 3.6200 -0.0643 -0.0280 -0.0580
H 1.8635 1.4959 2.7753 -0.0308 0.0016 -0.0172
H 0.8376 0.6031 3.9055 -0.0521 0.0407 -0.1287
H -2.1724 1.9691 3.0533 0.1447 -0.0270 -0.0108
H -2.0840 0.2280 3.4317 0.0624 -0.0010 -0.0699
H -2.8348 0.7491 1.9250 0.0959 -0.0779 0.0096
H -0.5698 3.6962 2.4319 -0.0148 0.0098 -0.0406
H -0.7615 5.8143 1.2164 0.0019 0.0069 -0.0053
H -0.8530 5.8014 -1.2674 -0.0217 -0.0148 -0.0115
H -0.7719 3.6731 -2.4708 0.0110 -0.0385 0.0083
H 0.2920 2.1813 -3.7201 -0.0509 -0.0095 0.0408
H 0.6613 0.4582 -3.9176 -0.0472 0.0569 0.1165
H 1.6695 1.4603 -2.8600 0.0242 -0.0034 -0.0015
H -2.3115 1.9584 -3.0293 0.1409 -0.0289 -0.0133
H -2.9888 0.7508 -1.9039 -0.0108 -0.1226 0.0508
H -2.2534 0.2196 -3.4222 0.0687 0.0257 0.1008
Cl 8.0758 3.0258 -0.0268 0.2462 0.2363 -0.0054
C 6.7308 1.9134 -0.0199 -0.1016 0.2691 -0.0216
C 6.9993 0.5364 0.0087 -0.1610 -0.0192 0.0163
C 5.9698 -0.3512 0.0202 0.1288 -0.2018 -0.0250
C 4.5856 0.0527 -0.0085 0.3987 0.4660 -0.0077
O 3.6650 -0.7814 -0.0067 1.0064 -0.2755 0.0073
C 4.3649 1.4857 -0.0436 0.3486 -0.5883 0.0430
C 3.0345 1.9883 -0.0738 -0.4860 0.3078 -0.0349
O 2.0014 1.3271 -0.0761 0.4756 0.5268 -0.0377
C 5.4483 2.3801 -0.0465 0.0153 -0.0945 -0.0205
H 8.0258 0.1983 0.0199 0.0793 -0.0333 0.0164
H 6.1624 -1.4137 0.0422 -0.0029 -0.1238 0.0053
H 2.9641 3.0993 -0.0999 -0.0846 -0.0076 0.0059
H 5.2546 3.4455 -0.0780 -0.0097 0.0611 0.0159
O -2.4061 -6.2201 -0.3681 0.1017 -0.5719 0.2594
C -2.7814 -5.0109 -0.9953 -0.1263 0.6519 -0.3704
C -2.9641 -3.8303 -0.0164 -0.1798 -0.3902 0.1089
C -4.2238 -4.1047 0.8240 -0.2275 0.5097 -0.1844
O -4.2053 -5.3382 1.5122 0.1360 -0.7085 0.0417
C -3.1552 -2.5718 -0.8518 -0.1157 0.1935 -0.2640
Se -3.9711 -1.0532 0.0616 -0.1749 0.7768 0.2730
C -1.7738 -3.6952 0.9271 0.4800 -0.1359 0.2399
Se 0.0063 -4.0403 0.1349 0.2883 -0.2228 -0.0914
H -1.5162 -6.0463 -0.0120 0.2434 0.0530 -0.0445
H -3.7321 -5.2156 -1.5010 -0.0064 0.0919 0.0187
H -2.0354 -4.7387 -1.7522 -0.0799 0.0216 0.0876
H -5.0986 -4.0698 0.1513 0.0621 0.1081 0.0697
H -4.3485 -3.3193 1.5715 -0.0059 -0.0009 -0.1673
H -3.6928 -5.9463 0.9507 -0.0251 -0.0070 0.2441
H -3.8191 -2.7863 -1.6937 0.1495 -0.1422 -0.1236
H -2.1894 -2.2251 -1.2347 -0.0361 -0.3258 -0.0726
H -1.8621 -4.4180 1.7426 -0.1120 0.2278 -0.0270
H -1.7359 -2.6877 1.3474 -0.3132 -0.0943 -0.0015
```
Positions in Å, forces in eV/Å.

Maximum force = 0.031 hartree/bohr
Charge = -2
Calculated total energy = -312709.6568 eV
M = 740.79 Da
HOMO level = -0.72 eV
Lowest unoccupied orbital energy = 3.74 eV
Relative energy (zero: lowest compared OMol25 entry of this formula, charge and spin) = 87.5 kJ/mol


2.
Below is 4 unconnected molecules or ions with the total composition C22H30BN4O11P2 at a distorted geometry, with properties calculated with wB97M-V/def2-TZVPD.

XYZ file:
```
70
Properties=species:S:1:pos:R:3:forces:R:3
C 0.7876 -6.3358 -5.2635 -0.2572 -0.3540 -0.8980
N 2.2544 -6.3281 -5.3507 0.5809 -0.1082 0.7628
C 2.8725 -7.5258 -4.7763 -0.3504 -0.4498 -0.2740
B 2.8389 -5.0613 -4.8508 -0.8548 1.0085 -0.3228
O 3.1089 -4.0614 -5.8353 0.0190 -0.7517 1.0088
C 3.1534 -4.7039 -3.3269 1.6784 0.5688 -1.3711
C 4.5385 -3.9542 -3.3049 -0.3549 0.7944 1.0648
O 4.8089 -3.7867 -1.9065 -0.4945 -1.1994 -1.4514
P 3.2328 -3.3925 -1.2111 -0.0276 0.3624 1.4525
P 4.2558 -3.3188 0.8056 -0.0867 0.6237 0.8171
O 5.7473 -4.1431 0.6359 -1.0238 -0.1360 0.4003
O 3.3577 -4.4688 1.6754 1.1824 0.3934 -0.7246
O 2.3024 -3.7692 -2.6786 0.8103 -0.6538 -0.0752
H 0.4243 -7.1680 -4.6388 0.1586 0.4394 0.1345
H 0.3753 -6.5329 -6.2723 -0.0266 0.1897 0.3205
H 0.3552 -5.3908 -4.9095 0.1828 -0.1929 0.0738
H 3.0347 -7.4856 -3.6861 0.0932 0.0895 -0.2326
H 2.2180 -8.3954 -4.9586 0.2054 0.2509 -0.0177
H 3.8135 -7.7458 -5.3048 -0.1241 0.1094 0.3717
H 3.9168 -4.3614 -6.2648 -0.1255 0.1114 -0.5435
H 3.3940 -5.6071 -2.7341 -0.6694 0.1141 0.1436
H 5.3716 -4.4106 -3.8668 -0.0967 -0.1336 0.3451
H 4.3845 -2.9136 -3.6487 -0.0692 -0.5349 -0.7132
H 3.5511 -2.0413 -1.5906 0.0539 -0.0318 -0.1273
H 2.0816 -2.8250 -0.5360 -0.1290 -0.7312 0.1544
H 2.8848 -4.7511 -0.8165 0.2066 -0.3114 -0.0833
H 6.3979 -3.4641 0.4507 0.1285 0.0771 -0.1118
H 3.5393 -5.3212 1.2522 -0.3529 -0.1385 -0.0989
C -1.7483 0.9739 2.3075 0.1501 -0.1951 0.0190
C -1.8025 -0.0413 1.3610 0.1306 0.1232 0.1135
C -0.6847 -0.3371 0.5939 -0.1489 -0.1206 -0.0584
C 0.4786 0.3893 0.7889 -0.3628 0.1092 0.3174
C 0.5438 1.4081 1.7256 -0.0059 0.1320 0.0895
C -0.5787 1.6999 2.4873 -0.0330 -0.1196 -0.0512
N 1.6658 0.0632 -0.0055 0.2380 -0.1466 -0.2245
O 1.5600 -0.8206 -0.8240 -0.3046 0.6424 -0.0432
O 2.6859 0.6958 0.2147 -0.0577 0.0999 0.0559
H -2.6173 1.1993 2.9093 0.0451 -0.0245 0.0577
H -2.7154 -0.6048 1.2211 0.0223 -0.0061 -0.0398
H -0.7277 -1.1276 -0.1421 0.2030 0.0229 -0.0041
H 1.4544 1.9721 1.8687 0.0811 -0.1424 -0.1090
H -0.5416 2.4912 3.2240 0.0099 -0.0883 -0.0296
C 0.7406 8.0725 0.7977 -0.0054 -0.0081 0.0178
C 1.8167 7.7381 1.6101 -0.1725 -0.0090 -0.0393
C 1.6647 6.7879 2.6081 0.1777 0.0296 0.0372
C 0.4308 6.1802 2.7765 0.0553 0.3503 -0.3862
C -0.6528 6.5085 1.9778 -0.1861 -0.0141 -0.0637
C -0.4930 7.4616 0.9838 0.1710 0.0302 0.0539
N 0.2716 5.1576 3.8127 0.0145 -0.1036 0.1219
O 1.2322 4.9000 4.5064 0.0766 0.0134 0.0352
O -0.8134 4.6205 3.9126 -0.1486 0.1129 0.0612
H 0.8645 8.8105 0.0152 -0.0012 -0.0136 0.0131
H 2.7760 8.2155 1.4631 0.0021 -0.0291 0.0218
H 2.5033 6.5286 3.2379 -0.1067 -0.1236 0.0522
H -1.6120 6.0310 2.1177 0.0969 -0.1108 0.0958
H -1.3295 7.7249 0.3507 -0.0062 -0.0337 0.0170
C -8.1930 3.0224 3.5518 0.0089 -0.0004 -0.0089
C -8.2614 2.0151 2.5977 0.0908 0.1298 0.0799
C -7.1510 1.7151 1.8231 -0.1126 -0.1247 -0.0646
C -5.9801 2.4297 2.0189 -0.4191 0.0804 0.3139
C -5.8997 3.4413 2.9622 0.0802 0.1381 0.1045
C -7.0153 3.7369 3.7311 -0.0945 -0.1270 -0.0866
N -4.7965 2.1005 1.2191 0.1703 -0.0161 -0.1451
O -4.9025 1.2200 0.3901 -0.0730 -0.0520 -0.0396
O -3.7792 2.7227 1.4387 -0.1485 0.2899 -0.1082
H -9.0602 3.2505 4.1588 0.0132 -0.0001 -0.0147
H -9.1800 1.4609 2.4593 0.0249 -0.0093 -0.0222
H -7.2063 0.9311 1.0817 0.1720 0.0362 -0.0185
H -4.9834 3.9960 3.1059 0.0631 -0.1215 -0.1102
H -6.9653 4.5223 4.4732 0.0328 -0.0057 -0.0152
```
Positions in Å, forces in eV/Å.

Maximum force = 0.044 hartree/bohr
Charge = -1
Calculated total energy = -71029.4595 eV
M = 599.26 Da
HOMO level = -2.94 eV
Lowest unoccupied orbital energy = 0.69 eV


3.
Below is 18 unconnected molecules or ions with the total composition C22H30Cl51O4PS at a distorted geometry, with properties calculated with wB97M-V/def2-TZVPD.

XYZ file:
```
109
Properties=species:S:1:pos:R:3:forces:R:3
C -2.6415 -5.7816 1.0278 0.0531 0.0562 0.0728
C -1.6186 -5.1073 1.9558 -0.7958 -0.3175 -0.1010
C -1.5688 -3.5759 1.7755 1.0552 -0.1694 -0.1733
C -0.3318 -3.1305 0.9652 -0.3526 0.1777 -0.1918
O -2.7158 -3.0687 1.0426 -0.3618 -0.0162 0.3775
S -4.0007 -2.6578 1.9449 0.1138 0.1023 -0.2413
O -4.0932 -3.5743 3.0673 0.0269 0.0262 -0.1417
O -5.0402 -3.1473 0.7917 -0.0276 -0.2624 0.5271
P -6.7034 -2.8023 1.0017 -0.0739 -0.0105 -0.5221
C -7.1158 -3.8495 2.4542 0.1701 0.1372 -0.0941
O -7.2767 -3.7597 -0.1992 -0.0011 0.1120 0.3057
H -2.4418 -5.5616 -0.0253 -0.0452 0.0093 0.0804
H -2.6301 -6.8647 1.1580 0.0966 0.0806 0.0200
H -3.6475 -5.4390 1.2713 0.0447 -0.0147 -0.1289
H -0.6424 -5.5480 1.7540 0.0713 0.2943 0.1207
H -1.8906 -5.3751 2.9820 0.0495 0.1928 -0.0399
H -1.5224 -3.0918 2.7543 -0.2238 -0.0224 -0.0568
H -0.6539 -2.5019 0.1318 0.0323 -0.0110 0.0840
H 0.3500 -2.5307 1.5706 0.0383 -0.1604 0.0020
H 0.2026 -3.9795 0.5372 0.0269 0.0335 0.0994
H -6.3491 -4.6082 2.6226 -0.1247 -0.0110 -0.0026
H -7.1926 -3.2132 3.3389 0.0303 -0.1046 0.0075
H -8.0906 -4.3070 2.2713 -0.0177 0.0285 0.0891
H -7.5520 -4.6238 0.1301 0.1612 -0.1160 -0.1583
C 1.7320 -1.3731 -2.2321 -0.0791 0.0571 -0.0172
Cl 0.0252 -0.9619 -2.3890 0.0095 0.0036 -0.0162
Cl 2.3709 -0.8299 -0.6804 0.0548 -0.0498 0.0736
Cl 1.9890 -3.1054 -2.4334 0.0066 -0.0164 -0.0050
H 2.2729 -0.8576 -3.0153 0.0219 -0.0008 0.0236
C -0.0544 -7.9304 -1.0204 -0.0573 0.0764 0.0346
Cl -0.0461 -7.8999 0.7418 0.1692 -0.2862 -0.1046
Cl -1.5981 -8.5213 -1.6339 0.0097 -0.0262 0.0139
Cl 0.2954 -6.3237 -1.6634 0.0342 0.0161 -0.0325
H 0.7207 -8.6096 -1.3494 0.0083 0.0313 -0.0223
C -8.9958 0.1421 3.5550 0.0132 -0.0774 -0.0471
Cl -8.0989 -0.0491 5.0633 -0.0145 0.0027 -0.0054
Cl -7.9041 0.1793 2.1748 -0.0971 0.1971 0.1459
Cl -10.1794 -1.1585 3.3576 0.0423 0.0566 0.0584
H -9.5367 1.0780 3.6024 0.0109 -0.0020 -0.0044
C 3.5156 2.7619 -0.7339 0.1862 -0.1337 0.0481
Cl 5.2186 2.5160 -0.3467 -0.1498 0.0234 -0.0887
Cl 3.0493 4.4329 -0.4302 -0.1040 0.0358 -0.0539
Cl 3.1872 2.2775 -2.4018 -0.1084 0.0576 0.0683
H 2.9241 2.1243 -0.0893 -0.0223 0.0141 -0.0026
C -3.1277 -9.2964 3.9788 -0.0214 -0.0140 -0.0111
Cl -1.5222 -8.5770 3.8246 -0.0210 0.0197 0.0608
Cl -4.3497 -8.2925 3.2018 0.0009 0.0091 0.0050
Cl -3.1465 -10.9365 3.3301 0.0020 0.0183 0.0093
H -3.3659 -9.3417 5.0336 0.0387 -0.0869 -0.0853
C 1.6476 3.5460 3.5432 0.0437 0.0754 -0.0466
Cl 1.7550 2.1788 2.4275 -0.0910 -0.0751 0.0068
Cl 3.1416 4.4800 3.5292 0.0104 -0.0064 0.0077
Cl 0.2603 4.5586 3.1575 0.0144 -0.0081 -0.0008
H 1.5095 3.1458 4.5389 -0.0020 -0.0060 -0.0091
C -4.7336 -9.8800 8.0573 0.0155 -0.0315 -0.0240
Cl -4.2250 -10.0755 9.7311 -0.0040 -0.0006 -0.0160
Cl -3.9651 -8.4685 7.3240 -0.0278 0.1124 0.1232
Cl -4.3866 -11.3270 7.1099 -0.0078 -0.0018 -0.0106
H -5.8036 -9.7190 8.0450 0.0069 0.0017 -0.0008
C 6.3740 5.9250 -0.1667 -0.0263 -0.0245 0.0573
Cl 7.8693 5.8036 0.7673 0.0042 -0.0245 -0.0006
Cl 5.7608 7.5763 -0.1696 0.2525 -0.0293 0.4168
Cl 6.6156 5.3310 -1.8072 0.0909 0.0722 -0.0414
H 5.6316 5.2940 0.3070 0.0355 -0.0058 -0.0077
C 5.8403 -0.9368 2.2914 0.0437 -0.0083 -0.1314
Cl 5.9921 -2.2754 1.1560 -0.0077 0.0013 0.0115
Cl 7.3099 0.0408 2.3148 -0.0079 -0.0037 0.0180
Cl 4.4406 0.0624 1.8996 -0.0456 -0.0682 0.2265
H 5.6926 -1.3476 3.2813 0.0040 0.0122 -0.0013
C -13.2558 -2.7002 1.1080 -0.0742 0.0009 -0.0085
Cl -13.0374 -2.9127 2.8509 -0.0101 -0.0604 -0.0315
Cl -12.7971 -1.0802 0.6015 0.0117 -0.0236 0.0058
Cl -12.3613 -3.9285 0.2107 0.0524 0.0082 0.0104
H -14.3070 -2.8373 0.8911 0.0012 0.0149 0.0145
C 5.8336 4.4799 -5.9528 -0.0944 -0.0002 0.0273
Cl 7.0387 5.4648 -5.1299 0.0549 0.1561 -0.1000
Cl 4.6620 3.8742 -4.7800 -0.0016 0.0927 -0.1462
Cl 5.0458 5.3992 -7.2409 0.0051 -0.0385 0.0786
H 6.3283 3.6280 -6.4022 0.0449 0.0297 -0.0012
C 11.1314 4.8105 -4.8547 -0.0439 0.0521 -0.0189
Cl 10.2503 5.1649 -3.3611 0.0217 0.0688 0.0095
Cl 10.1410 3.8423 -5.9444 0.0720 -0.0879 -0.0015
Cl 11.6584 6.2995 -5.6329 -0.0045 -0.0154 0.0132
H 12.0101 4.2344 -4.5965 -0.0061 -0.0011 0.0088
C 8.8263 1.9114 -2.6552 0.0136 0.0205 -0.0071
Cl 8.3476 1.7140 -0.9687 0.1369 -0.0429 -0.0183
Cl 9.7463 0.5146 -3.2176 0.0075 0.0026 -0.0049
Cl 7.4176 2.1948 -3.6776 -0.0325 -0.0744 0.0850
H 9.4653 2.7827 -2.7251 -0.0521 -0.0449 0.0223
C 4.6510 8.0883 -3.9275 -0.1183 0.0095 0.0092
Cl 6.1166 8.8795 -3.3477 0.1071 0.0414 -0.0655
Cl 3.7623 7.3485 -2.6023 -0.2915 0.0060 -0.3718
Cl 3.6382 9.2393 -4.8072 -0.0001 0.0325 -0.0149
H 4.9433 7.3072 -4.6162 0.0357 -0.0292 -0.0200
C -11.0411 -6.3321 2.6935 -0.0146 0.0581 0.0106
Cl -9.9409 -6.5326 1.3234 -0.0024 -0.0247 -0.0115
Cl -11.8487 -7.8501 3.0724 0.0040 0.0030 -0.0023
Cl -10.1878 -5.6952 4.0981 -0.0031 0.0124 -0.0165
H -11.7942 -5.6091 2.4051 0.0175 -0.0072 -0.0022
C 5.2302 12.4957 -3.0072 0.0328 -0.1144 -0.0151
Cl 4.2362 12.1581 -1.5939 -0.0011 -0.0106 -0.0115
Cl 4.4726 13.7219 -4.0294 -0.0205 0.0493 0.0027
Cl 6.8587 12.9825 -2.5344 -0.0416 -0.0083 -0.0275
H 5.3080 11.5833 -3.5856 -0.0090 0.0122 0.0071
C 3.3616 13.6540 -7.7482 0.0106 -0.0135 0.0085
Cl 1.8056 13.0808 -7.1498 0.0076 0.0008 0.0145
Cl 4.2491 12.3520 -8.5406 0.0034 -0.0027 0.0112
Cl 3.1544 15.0288 -8.8334 0.0005 -0.0051 0.0068
H 3.9455 13.9823 -6.8983 -0.0007 -0.0085 -0.0058
```
Positions in Å, forces in eV/Å.

Maximum force = 0.021 hartree/bohr
Charge = 0
Calculated total energy = -690258.0373 eV
M = 2229.62 Da
HOMO level = -8.93 eV
Lowest unoccupied orbital energy = 0.24 eV


Number 1: HOMO-LUMO gap 4.5 eV. Number 2: HOMO-LUMO gap 3.6 eV. Number 3: HOMO-LUMO gap 9.2 eV.